Molecular formula: C50H118N4O11
Method: DFT, wB97M-V/def2-TZVPD

```
183
Properties=species:S:1:pos:R:3:forces:R:3
C 0.8134 5.8502 3.6902 0.9 0.5 0.2
C -0.0399 4.7387 3.0773 -0.4 0.3 -0.2
C -0.9166 5.3141 1.9653 -0.7 0.7 0.6
C 0.7895 3.6181 2.4803 0.7 -0.4 -0.9
C 1.4571 2.6989 3.4801 -0.6 -0.3 0.2
C 0.3531 2.0761 4.3435 0.8 0.8 -0.5
C -0.5218 3.1328 5.0360 0.3 -0.7 0.2
C -1.7542 2.3839 5.5248 -0.8 0.6 1.3
C 0.2457 3.7040 6.2376 -0.1 0.3 -0.4
N -0.9420 4.1305 4.0579 -0.1 -1.4 -1.0
O -1.9158 5.0055 4.5484 0.1 0.4 0.5
H 0.2978 6.3689 4.4991 -0.1 -0.2 0.1
H 1.7652 5.4478 4.0545 -0.2 0.0 0.3
H 1.1438 6.6524 3.0189 -0.4 -0.3 -0.4
H -0.3729 5.9577 1.2770 0.3 -0.3 -0.2
H -1.4990 4.5514 1.4488 0.2 -0.1 -0.1
H -1.6399 5.9770 2.4501 0.0 0.0 -0.2
H 0.1669 2.9944 1.8232 -0.3 0.1 0.3
H 1.5199 4.0186 1.7633 0.1 0.3 0.3
H 1.9361 1.8563 2.9746 0.3 0.3 -0.1
H 2.2044 3.2033 4.0987 0.0 0.0 -0.1
H 0.8858 1.4649 5.0727 -0.6 -0.3 0.2
H -0.2674 1.4771 3.6719 -0.1 -0.2 0.2
H -1.5228 1.5881 6.2384 0.4 -0.2 -0.4
H -2.4148 1.9915 4.7524 0.3 0.0 -0.2
H -2.3598 3.0588 6.1483 0.0 0.0 -0.3
H -0.4092 4.3552 6.8173 0.0 -0.1 0.2
H 1.0803 4.3150 5.8954 0.1 -0.1 0.0
H 0.6499 2.8822 6.8271 -0.1 0.1 0.3
H -2.7388 4.6383 4.2069 0.0 0.1 0.0
C -3.6651 -3.9084 -1.1848 -0.1 -1.7 -0.5
C -2.8253 -3.0621 -2.1555 -0.5 0.1 0.9
C -2.0253 -2.1301 -1.2641 -0.4 1.7 -0.2
C -1.7954 -3.8273 -2.9954 -0.7 0.2 -0.1
C -2.4471 -4.6289 -4.1307 0.6 1.2 0.9
C -3.3320 -3.7266 -4.9894 -0.5 -1.2 0.0
C -4.3835 -2.9835 -4.1694 0.3 0.4 0.2
C -4.9951 -1.8871 -5.0405 -0.5 0.0 0.0
C -5.5314 -3.8840 -3.7044 -1.3 0.5 -0.3
N -3.6534 -2.3114 -3.0861 1.1 0.7 -0.8
O -4.4218 -1.3262 -2.4384 -0.5 -0.2 0.5
H -3.0290 -4.4570 -0.4812 0.1 0.4 0.2
H -4.4571 -3.3911 -0.6471 0.3 0.5 0.0
H -4.1850 -4.7157 -1.7090 0.1 0.1 -0.1
H -2.6628 -1.5791 -0.5658 0.0 -0.6 0.4
H -1.2302 -2.6739 -0.7592 0.0 0.1 0.1
H -1.6282 -1.2559 -1.7997 0.5 -0.6 -0.5
H -1.1637 -3.0312 -3.3975 0.3 -0.2 -0.1
H -1.2257 -4.4518 -2.3034 0.2 -0.1 -0.2
H -1.6424 -5.0455 -4.7350 -0.3 -0.5 0.0
H -3.0533 -5.3684 -3.6051 0.0 -0.5 -0.6
H -3.8544 -4.4279 -5.6528 -0.1 0.4 -0.2
H -2.7875 -3.0315 -5.6287 0.3 0.0 0.2
H -5.3946 -2.3587 -5.9406 0.0 0.1 0.0
H -4.3077 -1.0949 -5.3383 0.3 -0.2 0.1
H -5.8135 -1.4129 -4.4989 -0.1 0.0 -0.1
H -6.0615 -3.4055 -2.8749 0.4 -0.2 0.3
H -5.3328 -4.9262 -3.4754 0.3 0.0 0.1
H -6.3197 -3.8687 -4.4692 0.3 -0.3 -0.2
H -4.0556 -0.4851 -2.7373 0.0 -0.1 0.0
C -3.3034 -3.3517 6.5162 -0.7 -0.8 0.4
C -2.7197 -2.8231 5.2042 0.9 0.6 -0.3
C -1.4712 -1.9739 5.4933 0.0 0.9 -0.5
C -2.3257 -4.0085 4.3135 -0.3 -0.6 -0.2
C -2.1104 -3.6968 2.8351 1.0 0.5 1.0
C -3.2910 -2.9418 2.2588 0.9 -0.3 -0.7
C -3.6398 -1.6974 3.0695 -0.8 0.1 0.0
C -2.6725 -0.5578 2.7256 0.9 -0.4 -0.3
C -5.0581 -1.3130 2.6310 0.0 0.6 -0.2
N -3.7164 -2.0359 4.4836 -1.2 -0.7 0.4
O -4.1609 -0.8987 5.2283 0.6 -0.2 -0.1
H -2.6935 -3.2456 7.4134 0.3 0.4 -0.2
H -4.2807 -2.9286 6.7536 0.1 0.2 -0.1
H -3.4828 -4.4295 6.4412 0.0 0.1 -0.1
H -0.7173 -2.4585 6.1118 -0.1 -0.1 0.1
H -0.9854 -1.6428 4.5689 0.1 -0.4 0.0
H -1.7827 -1.0177 5.9258 0.0 -0.3 0.4
H -1.4213 -4.4275 4.7648 0.0 -0.2 -0.1
H -3.0942 -4.7907 4.3225 -0.1 0.1 0.4
H -1.1912 -3.0925 2.8073 -0.2 0.2 -0.3
H -1.8443 -4.6180 2.3143 -0.3 0.0 -0.2
H -4.1240 -3.6210 2.0550 -0.2 0.1 0.6
H -3.0143 -2.6024 1.2587 0.0 0.1 0.0
H -2.5660 0.2245 3.4750 -0.5 0.0 0.0
H -2.9430 -0.1469 1.7505 0.0 0.2 0.1
H -1.6578 -0.9626 2.6145 -0.1 0.0 -0.1
H -5.0842 -1.1868 1.5446 0.0 -0.2 0.0
H -5.3686 -0.3519 3.0453 0.0 -0.1 0.1
H -5.7748 -2.0793 2.9241 0.0 0.0 0.0
H -4.9440 -1.2186 5.6891 0.0 0.0 -0.1
C 2.9962 2.2699 -2.8276 -0.5 -2.0 0.0
C 2.1564 3.4932 -2.5727 0.0 1.0 -0.3
C 0.8208 3.1162 -1.9140 0.0 -0.4 0.3
C 2.9429 4.3935 -1.5925 -0.2 -0.7 -0.2
C 2.5834 5.8668 -1.5942 0.4 0.0 0.5
C 2.5058 6.4177 -3.0102 0.3 0.1 1.0
C 1.5939 5.5742 -3.9028 -0.3 0.6 0.0
C 0.1374 5.8001 -3.4738 -0.5 0.2 -0.6
C 1.7706 6.1497 -5.3039 0.0 -0.2 -0.6
N 2.0689 4.2062 -3.8396 1.0 0.4 -0.5
O 1.6062 3.4049 -4.9262 -0.3 0.1 0.6
H 2.3215 1.4833 -3.1920 0.2 0.0 -0.2
H 3.8062 2.3173 -3.5541 -0.1 0.7 0.0
H 3.4333 1.8334 -1.9211 -0.1 0.4 0.2
H -0.0054 2.8469 -2.5691 0.3 -0.1 -0.4
H 1.0603 2.2426 -1.2974 -0.4 0.1 0.3
H 0.4330 3.9198 -1.2901 0.2 0.0 0.2
H 2.7717 3.9567 -0.6047 0.1 0.0 0.1
H 3.9953 4.2190 -1.8335 0.1 0.4 0.0
H 1.6863 6.0854 -1.0113 -0.3 -0.3 -0.2
H 3.3741 6.3540 -1.0112 0.0 0.2 -0.2
H 3.5355 6.4724 -3.3745 -0.1 -0.2 -0.4
H 2.1455 7.4486 -2.9709 -0.1 0.0 -0.1
H -0.1071 5.5487 -2.4463 0.2 -0.1 0.0
H -0.5380 5.2589 -4.1430 0.0 -0.2 0.1
H -0.1047 6.8576 -3.6140 0.0 0.0 0.1
H 2.8170 6.0963 -5.6168 0.0 0.2 0.2
H 1.4274 7.1845 -5.2864 0.3 0.1 0.0
H 1.2068 5.6711 -6.1087 -0.2 -0.2 0.4
H 2.3879 3.3752 -5.4878 -0.1 -0.1 -0.1
C 4.8204 -0.5439 -3.6061 -0.5 0.4 0.8
C 5.5768 -1.7263 -3.0772 1.0 0.4 1.0
O 5.3731 -1.8700 -1.6309 -0.3 -0.1 -1.2
H 5.1109 0.3960 -3.1283 0.4 -0.2 0.1
H 3.7674 -0.6360 -3.3211 -0.1 -0.1 -0.6
H 4.9956 -0.4139 -4.6715 -0.3 -0.2 -0.1
H 6.6521 -1.5270 -3.1819 -0.1 -0.3 -0.4
H 5.3030 -2.6570 -3.5793 0.0 0.1 -0.1
H 5.6778 -2.7655 -1.4543 -0.1 0.1 0.5
C 1.9910 -0.9561 3.4618 -0.2 0.3 -0.8
C 2.1036 -2.4644 3.4775 0.3 0.2 0.5
O 3.3088 -2.7796 4.2022 -0.1 -0.2 -0.4
H 2.1666 -0.4828 4.4253 -0.1 -0.2 0.2
H 1.0211 -0.6295 3.0671 -0.1 -0.2 0.3
H 2.7052 -0.5415 2.7455 0.2 -0.1 0.1
H 2.1519 -2.8677 2.4634 0.0 0.2 0.2
H 1.2563 -2.9246 4.0000 -0.1 0.0 -0.1
H 3.6035 -3.6485 3.9100 0.0 0.0 0.1
C 0.0807 -5.6783 0.3980 0.0 -0.4 0.6
C 0.8665 -4.4392 0.7703 0.4 -0.1 -1.3
O 2.1025 -4.8066 1.3715 -0.1 0.1 0.6
H -0.8871 -5.4375 -0.0421 0.1 -0.1 -0.2
H -0.0908 -6.2911 1.2881 -0.2 0.2 0.1
H 0.6757 -6.3326 -0.2438 -0.2 0.2 -0.3
H 0.2861 -3.7387 1.3666 0.3 -0.3 0.6
H 1.1079 -3.8694 -0.1340 -0.2 0.1 -0.2
H 2.7208 -5.0453 0.6773 0.0 0.0 -0.1
C 4.8543 1.6388 1.7499 -0.8 -0.5 0.9
C 5.0209 3.1126 2.0490 0.5 -0.5 0.3
O 5.0969 3.2277 3.4823 0.0 0.5 -0.5
H 5.0450 1.3137 0.7310 0.0 0.2 -0.1
H 3.8506 1.3164 2.0434 -0.1 0.2 -0.4
H 5.4434 1.0408 2.4507 0.5 0.2 -0.3
H 4.1894 3.7255 1.6852 0.1 -0.1 -0.2
H 5.9665 3.4538 1.6085 -0.2 0.2 0.0
H 5.2384 4.1686 3.6366 0.0 -0.1 0.4
C 0.6026 -0.5175 0.1251 -0.4 -0.7 -0.3
C 1.7604 -0.8460 -0.8073 0.4 0.8 0.0
O 2.9614 -0.9122 -0.0614 0.6 0.0 0.3
H 0.8687 0.2559 0.8427 0.1 0.1 -0.1
H 0.2139 -1.3815 0.6755 0.4 0.0 0.1
H -0.2453 -0.2092 -0.4906 0.1 0.3 0.1
H 1.8298 -0.0054 -1.5115 0.0 -0.2 -0.2
H 1.6241 -1.7659 -1.3846 -0.3 -0.1 0.0
H 3.7689 -0.8685 -0.6126 -0.7 -0.3 0.1
C 2.1050 -3.3884 -4.2646 -1.2 0.2 -0.1
C 2.8201 -4.3223 -3.3281 0.9 -0.2 -0.5
O 3.3345 -5.4558 -4.0449 0.0 0.3 -0.1
H 2.6632 -3.0501 -5.1371 0.5 -0.1 0.3
H 1.7745 -2.5084 -3.7053 0.1 0.1 0.0
H 1.1841 -3.8153 -4.6721 0.1 -0.2 0.1
H 2.1973 -4.7173 -2.5301 -0.4 0.4 0.2
H 3.6461 -3.7440 -2.8965 -0.1 -0.2 0.3
H 4.1043 -5.7806 -3.5706 0.0 -0.1 0.0
C -0.5068 0.7270 -4.3473 0.2 0.6 -0.4
C -1.4185 0.0384 -5.3298 -0.5 -0.2 0.6
O -2.1613 1.0304 -6.0490 0.3 -0.4 -0.1
H 0.1240 0.0080 -3.8225 0.0 0.0 0.1
H -1.0709 1.3306 -3.6351 -0.2 -0.3 0.1
H 0.1198 1.4659 -4.8538 0.2 -0.2 -0.1
H -2.1118 -0.5906 -4.7507 0.0 -0.1 -0.2
H -0.8648 -0.6333 -5.9948 0.1 0.2 -0.1
H -2.5797 0.5712 -6.7851 -0.1 0.2 0.0
```
Positions in Å, forces in eV/Å.

Computed properties:
**SMILES**: CC1(C)CCCC(C)(C)N1O.CC1(C)CCCC(C)(C)N1O.CC1(C)CCCC(C)(C)N1O.CC1(C)CCCC(C)(C)N1O.CCO.CCO.CCO.CCO.CCO.CCO.CCO
**LUMO**: 0.05 eV
**Molar mass**: 951.51 g/mol

Löwdin atomic charge list, values in e, 99 entries:
1 C -0.02
2 C -0.51
3 C -0.03
4 C -0.14
5 C -0.17
6 C -0.14
7 C -0.51
8 C -0.04
9 C -0.01
10 N -0.11
11 O -0.01
12 H 0.09
13 H 0.07
14 H 0.08
15 H 0.08
16 H 0.09
17 H 0.08
18 H 0.12
19 H 0.11
20 H 0.08
21 H 0.11
22 H 0.11
23 H 0.11
24 H 0.09
25 H 0.07
26 H 0.08
27 H 0.09
28 H 0.07
29 H 0.09
30 H 0.11
31 C -0.02
32 C -0.51
33 C -0.05
34 C -0.13
35 C -0.15
36 C -0.13
37 C -0.52
38 C -0.04
39 C -0.03
40 N -0.11
41 O -0.01
42 H 0.07
43 H 0.09
44 H 0.06
45 H 0.08
46 H 0.08
47 H 0.08
48 H 0.11
49 H 0.11
50 H 0.11
51 H 0.11
52 H 0.12
53 H 0.11
54 H 0.09
55 H 0.07
56 H 0.09
57 H 0.09
58 H 0.07
59 H 0.08
60 H 0.11
61 C -0.02
62 C -0.50
63 C -0.02
64 C -0.13
65 C -0.17
66 C -0.14
67 C -0.51
68 C -0.01
69 C -0.04
70 N -0.09
71 O -0.02
72 H 0.08
73 H 0.07
74 H 0.08
75 H 0.09
76 H 0.06
77 H 0.08
78 H 0.13
79 H 0.12
80 H 0.09
81 H 0.10
82 H 0.13
83 H 0.08
84 H 0.06
85 H 0.09
86 H 0.06
87 H 0.08
88 H 0.08
89 H 0.09
90 H 0.10
91 C -0.06
92 C -0.50
93 C -0.01
94 C -0.13
95 C -0.18
96 C -0.14
97 C -0.53
98 C -0.02
99 C -0.04